(1)
82
Properties=species:S:1:pos:R:3:forces:R:3:lowdin_charge:R:1 method="wB97M-V/def2-TZVPD" orbital_gap_ev=7.718 e_above_lowest_kcal_mol=4.6 homo_ev=-8.2690
Y -0.176 -0.805 -0.546 0.466 -0.450 0.107 1.420
O -0.139 3.753 -1.159 -0.013 -0.170 -0.005 0.039
C 0.047 4.139 0.119 0.039 0.037 0.086 -0.264
C 0.111 5.514 0.363 -0.015 -0.083 -0.059 -0.015
C 0.335 6.001 1.634 0.008 0.021 0.034 -0.091
C 0.514 5.125 2.699 0.005 0.039 0.004 -0.102
C 0.452 3.765 2.459 -0.017 -0.044 0.051 -0.058
C 0.200 3.244 1.190 0.014 0.062 0.084 -0.099
C 0.147 1.737 1.033 0.001 0.012 -0.195 -0.405
O -0.171 1.314 -0.238 0.075 0.187 0.007 -0.356
N -0.847 1.198 2.000 -0.053 0.048 0.202 0.017
N -1.531 0.112 1.575 0.004 -0.009 0.007 -0.028
C -2.639 -0.148 2.155 0.124 -0.073 -0.171 -0.182
C -3.509 -1.253 1.789 -0.170 -0.001 0.239 -0.619
Br -3.290 -1.988 0.055 0.091 0.049 -0.068 0.843
C -4.513 -1.691 2.557 0.039 -0.086 -0.245 -0.099
C -4.783 -1.244 3.932 0.085 0.016 0.087 -0.232
C -6.100 -1.010 4.329 0.012 -0.007 0.011 -0.034
C -6.380 -0.580 5.615 -0.029 0.000 -0.013 -0.077
C -5.351 -0.395 6.528 -0.006 0.013 0.046 -0.083
C -4.041 -0.649 6.153 0.028 -0.006 -0.016 -0.073
C -3.756 -1.075 4.864 -0.055 0.010 0.024 -0.048
H -0.151 2.766 -1.163 0.029 0.034 -0.031 0.061
H -0.016 6.179 -0.482 0.001 0.001 0.011 0.117
H 0.380 7.070 1.798 -0.002 -0.007 -0.010 0.102
H 0.709 5.497 3.695 -0.005 -0.002 -0.009 0.097
H 0.612 3.073 3.281 -0.002 0.000 -0.018 0.115
H 1.118 1.318 1.335 0.021 0.029 0.029 0.133
H -1.419 1.904 2.450 -0.037 0.059 -0.049 0.130
H -3.009 0.489 2.957 0.031 0.031 -0.005 0.133
H -5.198 -2.422 2.144 0.010 0.015 -0.012 0.109
H -6.906 -1.155 3.620 0.012 -0.009 -0.007 0.116
H -7.405 -0.392 5.907 0.009 0.000 0.002 0.105
H -5.572 -0.063 7.535 0.001 -0.004 -0.011 0.104
H -3.235 -0.526 6.865 -0.015 -0.001 0.004 0.106
H -2.734 -1.301 4.586 -0.021 -0.016 -0.004 0.118
Cl -1.963 -1.704 -7.862 -0.007 0.001 -0.025 0.675
C -1.414 -1.821 -6.236 -0.021 0.041 0.081 -0.721
C -1.901 -0.948 -5.265 0.073 -0.112 -0.077 -0.709
Cl -3.042 0.265 -5.684 -0.026 0.041 0.024 0.701
C -1.449 -1.063 -3.959 0.003 0.008 -0.033 -0.572
Cl -2.000 0.050 -2.736 -0.035 0.002 -0.052 0.740
C -0.513 -2.034 -3.548 -0.044 0.239 -0.148 -0.491
O -0.107 -2.100 -2.325 -0.222 -0.123 0.136 -0.271
C -0.026 -2.885 -4.561 -0.007 -0.001 0.093 -0.615
Cl 1.159 -4.046 -4.101 0.008 -0.016 0.005 0.718
C -0.471 -2.784 -5.870 0.010 -0.025 -0.047 -0.700
Cl 0.152 -3.854 -7.064 0.000 0.005 0.009 0.691
O -0.256 -2.980 0.481 -0.053 0.078 -0.126 -0.113
C 0.612 -3.723 0.937 0.050 0.169 0.001 -0.154
C 1.919 -3.321 1.378 0.057 -0.080 0.021 -0.110
C 2.714 -4.294 1.999 0.052 0.180 -0.021 0.053
C 3.943 -3.945 2.492 0.027 -0.172 0.026 -0.151
C 4.430 -2.636 2.386 -0.086 0.122 -0.067 0.016
C 3.672 -1.678 1.772 0.014 -0.057 0.016 0.017
C 2.392 -1.980 1.231 0.021 0.017 0.037 -0.323
O 1.718 -1.065 0.634 -0.266 0.121 -0.223 -0.159
N 4.763 -4.961 3.150 -0.065 -0.018 0.060 -0.362
O 4.314 -6.089 3.229 0.028 0.022 -0.023 0.068
O 5.843 -4.616 3.591 0.011 0.000 -0.029 0.072
H 0.380 -4.793 1.036 -0.033 -0.012 0.069 0.141
H 2.359 -5.310 2.100 0.012 -0.021 0.009 0.129
H 5.402 -2.397 2.793 0.015 -0.042 0.017 0.122
H 4.029 -0.661 1.677 -0.010 -0.002 -0.006 0.120
C 1.462 2.834 -4.626 -0.008 0.011 -0.013 -0.036
C 2.249 1.859 -3.758 -0.028 0.007 0.032 -0.630
C 3.188 2.630 -2.835 0.033 -0.040 0.007 -0.037
C 3.024 0.875 -4.635 0.038 -0.006 -0.039 -0.044
N 1.226 1.195 -2.924 -0.011 -0.031 -0.052 -0.053
N 1.679 0.137 -2.085 -0.208 -0.076 0.220 -0.019
H 2.136 3.426 -5.246 0.007 -0.008 0.005 0.089
H 0.877 3.506 -3.996 0.005 0.004 0.001 0.084
H 0.779 2.301 -5.293 -0.002 -0.010 0.008 0.085
H 3.907 3.209 -3.416 -0.029 0.003 -0.025 0.088
H 3.768 1.957 -2.197 -0.010 0.004 0.003 0.075
H 2.613 3.307 -2.202 0.002 0.007 0.001 0.083
H 3.692 1.411 -5.311 -0.001 0.005 0.016 0.087
H 2.342 0.278 -5.247 -0.007 0.001 0.010 0.085
H 3.646 0.197 -4.046 -0.012 -0.004 0.010 0.074
H 0.512 0.802 -3.527 -0.007 0.021 0.010 0.078
H 2.288 0.525 -1.374 -0.009 0.088 0.023 0.084
H 2.200 -0.574 -2.593 0.080 -0.035 -0.050 0.095



(2)
80
Properties=species:S:1:pos:R:3:forces:R:3:lowdin_charge:R:1 method="wB97M-V/def2-TZVPD" orbital_gap_ev="5.583 / 5.356" e_above_lowest_kcal_mol=348.6 homo_ev="-6.3051 / -6.3057"
Mg -1.098 -0.944 -1.119 -0.197 0.201 -0.494 0.530
C -2.618 1.568 2.159 -0.138 -0.050 -0.039 -0.283
P -2.437 0.064 1.112 0.347 -0.725 -0.343 0.781
C -1.097 -0.662 2.256 0.008 0.183 0.074 -0.308
C -3.565 -1.400 1.398 0.062 0.079 0.215 -0.422
C -4.375 -1.865 0.180 -0.133 0.458 0.406 -0.413
P -4.665 -0.407 -0.932 -0.097 -0.371 -0.584 0.712
C -4.694 0.861 0.270 0.066 -0.134 0.068 -0.486
C -6.339 -0.848 -1.597 -0.067 0.021 0.133 -0.319
H -3.408 1.389 2.891 -0.004 -0.022 -0.008 0.049
H -2.911 2.415 1.547 -0.031 0.023 0.038 0.005
H -1.688 1.774 2.690 0.010 0.005 -0.024 0.027
H -1.528 -0.859 3.244 0.036 0.038 0.023 0.042
H -0.264 0.034 2.389 0.020 -0.027 -0.051 0.011
H -0.707 -1.602 1.871 -0.033 -0.011 0.036 0.001
H -4.242 -1.122 2.208 0.039 -0.004 0.045 0.079
H -2.921 -2.198 1.772 -0.091 -0.060 0.013 0.064
H -5.353 -2.217 0.523 0.047 -0.179 -0.039 0.069
H -3.878 -2.684 -0.340 -0.029 -0.002 -0.055 0.064
H -5.368 0.726 1.122 -0.023 -0.024 -0.014 0.005
H -2.754 2.232 -0.583 0.005 -0.306 0.792 -0.027
H -4.781 1.866 -0.136 0.101 0.000 0.018 -0.037
H -7.105 -0.897 -0.817 0.049 -0.066 0.039 0.028
H -6.295 -1.803 -2.126 -0.005 -0.006 0.011 0.023
H -6.643 -0.081 -2.312 -0.007 -0.010 -0.020 0.012
C 0.071 1.681 -1.816 0.396 -0.272 0.031 0.116
O 1.244 2.139 -1.838 -0.193 0.477 0.175 -0.046
C 1.721 2.744 -0.621 -0.003 -0.357 -0.044 -0.153
C 1.789 4.108 -0.538 0.102 0.012 0.031 -0.032
C 2.267 4.658 0.647 -0.014 -0.003 -0.029 -0.680
Br 2.363 6.535 0.828 0.004 0.010 0.000 0.760
C 2.664 3.846 1.688 0.027 0.001 0.019 -0.067
C 2.586 2.457 1.584 0.011 0.004 0.000 -0.052
C 2.079 1.878 0.410 -0.119 0.085 0.040 -0.196
O 1.901 0.569 0.238 0.042 -0.017 -0.023 0.081
C 3.012 1.567 2.663 -0.009 0.016 -0.018 -0.236
N 2.792 0.274 2.652 0.043 0.001 0.005 0.161
C 3.354 -0.218 3.818 -0.003 -0.004 0.007 -0.201
C 3.409 -1.519 4.310 -0.002 0.001 0.000 -0.008
C 4.049 -1.720 5.516 0.003 -0.001 0.003 -0.086
C 4.625 -0.655 6.226 0.002 -0.003 0.000 -0.088
C 4.575 0.642 5.753 -0.012 0.001 -0.003 -0.018
C 3.927 0.835 4.539 0.021 -0.002 -0.011 -0.180
N 3.693 1.965 3.775 -0.048 -0.003 0.017 0.179
H -2.822 2.847 -0.949 0.012 1.202 -0.088 0.045
H -3.651 1.480 -3.198 0.017 -0.134 0.110 -0.035
H -2.391 3.018 -4.471 0.088 0.433 0.012 0.054
H 1.476 4.724 -1.369 0.010 -0.004 -0.008 0.128
H 3.020 4.308 2.599 0.009 -0.001 -0.001 0.103
H 2.176 0.114 1.083 -0.003 -0.017 0.009 0.082
H 2.962 -2.336 3.760 -0.002 0.001 0.000 0.111
H 4.110 -2.718 5.928 0.001 0.000 0.000 0.102
H 5.121 -0.855 7.166 -0.005 0.000 0.003 0.103
H 5.020 1.461 6.302 -0.001 0.000 0.001 0.110
H 4.001 2.898 3.982 0.002 0.001 -0.002 0.157
Cl 5.967 -2.771 -1.037 0.003 0.003 0.004 0.657
C 4.339 -2.261 -1.374 0.010 0.006 0.002 -0.667
C 4.116 -1.365 -2.438 0.003 0.004 0.005 -0.106
C 2.854 -0.940 -2.734 -0.020 -0.017 -0.008 -0.561
Cl 2.589 0.140 -4.058 0.006 -0.028 -0.025 0.739
C 1.713 -1.358 -1.975 -0.052 -0.117 -0.062 -0.387
O 0.547 -0.934 -2.254 0.355 0.224 0.447 -0.191
C 1.980 -2.290 -0.926 -0.017 0.017 0.020 -0.136
C 0.924 -2.811 -0.129 0.005 -0.051 -0.081 -0.159
O -0.283 -2.527 -0.202 -0.115 -0.005 0.112 -0.083
C 3.294 -2.725 -0.639 -0.003 -0.007 0.005 -0.063
H 4.953 -1.015 -3.027 -0.003 -0.003 -0.006 0.109
H 1.218 -3.551 0.631 0.001 -0.024 -0.023 0.142
H 3.459 -3.430 0.167 0.003 0.005 0.003 0.116
Cl -0.968 -3.336 -3.535 -0.033 -0.020 -0.017 0.791
C -1.294 -2.151 -4.716 -0.021 -0.112 0.028 -0.657
C -1.917 -0.836 -4.446 -0.026 0.412 -0.099 -0.337
C -1.990 -0.448 -3.174 0.277 -0.730 1.145 -0.338
Cl -2.509 1.234 -2.627 -0.481 0.098 -1.981 0.695
C -2.094 -0.238 -5.778 -0.032 0.042 0.095 -0.659
Cl -2.814 1.273 -6.107 -0.111 -0.063 -0.050 0.683
C -1.565 -1.061 -6.699 -0.054 -0.041 -0.011 -0.724
Cl -1.483 -0.806 -8.378 0.002 0.013 0.031 0.720
C -1.070 -2.268 -6.033 -0.022 -0.057 -0.020 -0.724
Cl -0.376 -3.587 -6.854 0.011 0.014 0.010 0.715



(3)
72
Properties=species:S:1:pos:R:3:forces:R:3:lowdin_charge:R:1 method="wB97M-V/def2-TZVPD" orbital_gap_ev=3.494 e_above_lowest_kcal_mol=0.0 homo_ev=-6.7219
C -5.375 -3.418 -3.060 -0.173 -0.249 0.102 -0.036
C -4.098 -2.639 -3.095 0.186 0.221 -0.157 -0.234
C -4.046 -1.438 -3.822 0.099 0.045 -0.101 -0.019
C -2.873 -0.717 -3.894 0.417 0.066 0.237 0.011
C -1.681 -1.147 -3.224 -0.912 -0.355 0.133 -0.176
C -0.543 -0.314 -3.357 0.735 -0.363 0.022 0.117
C 0.821 -0.520 -3.025 0.183 0.150 -0.191 -0.184
C 1.429 -1.740 -2.605 0.310 0.020 0.346 0.029
C 2.772 -1.787 -2.247 -0.674 -0.386 -0.226 0.036
C 3.566 -0.646 -2.401 1.012 0.482 -0.001 -0.176
O 4.929 -0.636 -2.134 -1.036 0.104 -0.185 0.029
C 5.801 -1.483 -2.829 0.075 -0.325 -0.200 -0.235
C 6.747 -0.879 -3.667 -0.414 -0.214 0.129 0.001
C 7.618 -1.685 -4.398 -0.070 -0.082 0.260 -0.074
C 7.572 -3.077 -4.261 -0.154 0.079 0.116 -0.087
C 6.647 -3.661 -3.394 -0.059 0.190 0.103 -0.072
C 5.756 -2.868 -2.662 0.179 0.229 -0.211 -0.015
C 3.008 0.576 -2.812 0.128 -0.249 0.032 0.050
C 1.676 0.619 -3.143 -0.322 0.181 0.229 0.022
C -1.768 -2.346 -2.450 -0.149 0.158 -0.279 0.016
C -2.950 -3.080 -2.419 0.332 0.091 0.037 -0.008
H -5.253 -4.346 -2.495 -0.066 0.129 -0.072 0.082
H -6.183 -2.837 -2.597 0.212 -0.053 -0.048 0.099
H -5.713 -3.674 -4.072 0.140 0.081 0.162 0.095
H -4.944 -1.086 -4.338 0.363 -0.103 0.184 0.129
H -2.828 0.209 -4.471 -0.082 -0.255 0.172 0.125
H -0.735 0.647 -3.839 -0.015 -0.137 0.216 0.136
H 0.845 -2.657 -2.574 0.254 0.247 0.043 0.107
H 3.209 -2.707 -1.854 -0.299 0.377 -0.308 0.111
H 6.766 0.209 -3.744 -0.003 -0.337 0.005 0.124
H 8.341 -1.217 -5.064 -0.152 -0.154 0.161 0.108
H 8.266 -3.704 -4.819 -0.190 0.162 0.115 0.104
H 6.610 -4.743 -3.264 0.078 0.274 -0.084 0.108
H 5.043 -3.308 -1.964 0.419 0.060 -0.254 0.104
H 3.640 1.459 -2.875 -0.171 -0.256 0.024 0.142
H 1.235 1.562 -3.461 0.114 -0.139 0.118 0.133
H -0.913 -2.675 -1.863 -0.390 0.092 -0.102 0.099
H -2.998 -4.019 -1.857 0.061 0.460 -0.128 0.126
C -2.438 4.879 4.812 -0.166 0.324 -0.379 -0.028
C -1.752 3.671 5.415 0.015 0.022 -0.002 -0.569
C -0.381 4.026 5.948 0.529 0.042 0.009 -0.028
C -2.602 3.137 6.552 -0.242 -0.399 0.139 -0.041
O -1.664 2.568 4.425 0.066 0.338 0.105 0.017
C -0.949 2.787 3.296 0.619 0.714 -0.543 -0.406
N -0.959 1.654 2.431 -0.536 -0.626 0.534 0.127
C -0.315 1.587 1.184 0.000 -0.039 -0.112 -0.010
B 0.535 2.860 0.613 -0.903 -1.498 0.564 -1.077
F 0.999 2.384 -0.632 0.639 0.350 -0.968 0.073
F -0.386 3.892 0.444 0.519 0.675 -0.455 0.111
F 1.588 3.058 1.503 0.479 0.658 -0.480 0.114
C -0.547 0.353 0.626 -0.193 0.053 0.413 0.012
C -1.354 -0.413 1.532 -0.146 0.190 0.355 -0.179
C -1.607 0.412 2.657 0.174 0.244 -0.145 -0.134
C -2.365 -0.028 3.721 -0.440 -0.597 0.340 -0.012
C -2.891 -1.329 3.671 0.234 0.270 -0.228 -0.101
C -2.648 -2.157 2.566 0.105 0.079 -0.174 -0.121
C -1.878 -1.708 1.488 -0.150 0.202 0.400 -0.056
O -0.370 3.822 3.049 -0.790 -1.343 0.373 0.116
H -3.440 4.606 4.455 0.207 0.080 0.001 0.095
H -2.552 5.657 5.579 0.035 -0.225 -0.134 0.093
H -1.846 5.285 3.986 -0.233 -0.050 0.164 0.087
H 0.088 3.143 6.403 -0.029 0.180 -0.130 0.096
H 0.255 4.414 5.146 -0.068 -0.118 0.264 0.087
H -0.477 4.798 6.725 -0.040 -0.196 -0.172 0.093
H -2.137 2.261 7.020 -0.095 0.095 -0.126 0.090
H -2.708 3.911 7.324 0.071 -0.141 -0.233 0.092
H -3.608 2.870 6.207 0.179 -0.020 0.027 0.090
H -0.216 -0.066 -0.322 0.198 0.572 0.177 0.086
H -2.537 0.630 4.562 -0.093 -0.299 -0.060 0.095
H -3.495 -1.695 4.501 0.143 0.078 -0.187 0.091
H -3.065 -3.163 2.549 0.065 0.159 0.020 0.087
H -1.673 -2.331 0.615 -0.120 -0.018 0.248 0.081